<a>
Molecular formula: C3H6O2
Method: DFT, wB97M-V/def2-TZVPD

Values from the calculation:
E_LUMO = 1.0 eV
Total charge = 0
2S+1 = 1
HOMO level = -9.82 eV

Each line ends with the Löwdin charge.
Atoms and positions in Å:
C  0.488  0.945  0.193  -0.1728
C  0.983  -0.471  -0.055  -0.1744
O  -0.158  -1.097  -0.610  -0.0957
C  -1.292  -0.419  -0.116  -0.2276
O  -0.854  0.717  0.587  -0.0949
H  0.536  1.555  -0.721  0.1257
H  1.000  1.465  1.006  0.1268
H  1.799  -0.545  -0.777  0.1258
H  1.282  -0.956  0.886  0.1249
H  -1.923  -0.145  -0.974  0.1308
H  -1.860  -1.049  0.581  0.1314

***

<b>
Molecular formula: C3H6O2
Method: DFT, wB97M-V/def2-TZVPD

Values from the calculation:
E_LUMO = 0.8 eV
Total charge = 0
2S+1 = 1
HOMO level = -9.49 eV

Each line ends with the Löwdin charge.
Atoms and positions in Å:
O  -0.106  0.840  -1.403  -0.0023
C  0.563  -0.221  -1.009  -0.3612
C  0.212  -0.794  0.346  -0.3202
C  -1.171  -0.061  0.954  0.1083
O  0.447  0.158  1.317  -0.1176
H  0.284  1.700  -1.114  0.1473
H  1.605  -0.496  -0.943  0.1238
H  0.396  -1.083  -1.622  0.1099
H  0.581  -1.942  0.610  0.1872
H  -1.636  -0.397  1.781  0.0288
H  -1.582  0.691  0.233  0.0959

***

Here is how they stack up, most stable first: <a>, <b>.

***

<a>
Molecular formula: C3H6O2
Method: DFT, wB97M-V/def2-TZVPD

Values from the calculation:
E_LUMO = 0.8 eV
Total charge = 0
2S+1 = 1
HOMO level = -8.72 eV

Each line ends with the Löwdin charge.
Atoms and positions in Å:
C  2.113  0.038  2.015  0.0043
C  1.653  0.664  0.847  -0.2398
O  1.099  -0.107  -0.186  -0.0888
H  2.332  0.697  2.884  0.0524
H  2.239  -1.021  1.981  0.0352
H  1.621  1.705  0.543  0.0936
H  0.850  0.481  -0.996  0.1361
C  -2.776  -0.161  -0.960  -0.2024
O  -1.937  -0.512  -1.660  0.0244
H  -3.695  -0.843  -0.786  0.1006
H  -2.585  0.691  -0.264  0.0844

***

<b>
Molecular formula: C3H6O2
Method: DFT, wB97M-V/def2-TZVPD

Values from the calculation:
E_LUMO = -0.9 eV
Total charge = 0
2S+1 = 1
HOMO level = -10.44 eV

Each line ends with the Löwdin charge.
Atoms and positions in Å:
C  1.367  0.537  -0.521  -0.0916
C  0.193  -0.446  -0.201  -0.5941
C  -0.965  0.018  0.717  -0.2294
H  2.484  0.013  0.660  0.2112
H  0.740  2.022  -0.190  0.1903
H  1.753  0.374  -2.172  0.2239
H  -0.719  -0.002  1.814  0.1354
H  -1.066  1.120  0.440  0.1012
H  -1.733  -1.347  -0.245  0.0671
O  0.046  -1.485  -0.781  0.0464
O  -2.100  -0.804  0.479  -0.0606

***

<c>
Molecular formula: C3H6O2
Method: DFT, wB97M-V/def2-TZVPD

Values from the calculation:
E_LUMO = 0.3 eV
Total charge = 0
2S+1 = 1
HOMO level = -8.21 eV

Each line ends with the Löwdin charge.
Atoms and positions in Å:
C  1.286  -0.522  -0.343  0.0281
O  0.113  0.399  -1.085  -0.1272
C  -0.671  0.723  0.094  -0.1409
C  -0.653  -0.523  0.983  -0.3530
O  -0.540  -0.450  2.191  0.0149
H  1.834  0.298  0.144  0.0289
H  -0.385  -0.282  -1.571  0.1480
H  1.887  -0.794  -1.224  0.0166
H  -1.670  1.024  -0.238  0.1328
H  -0.160  1.555  0.578  0.1346
H  -1.041  -1.428  0.471  0.1173

***

Here is how they stack up, most stable first: <a>, <c>, <b>.